A molecular structure, C6H6 in a non-equilibrium geometry. Source: OMol25; level of theory: ωB97M-V/def2-TZVPD.

```
12
Properties=species:S:1:pos:R:3:forces:R:3:nbo_charge:R:1
C -0.3968 0.8797 -1.1649 -1.3 0.6 3.1 -0.2014
C 0.4413 1.6423 -0.2739 0.9 0.5 1.7 -0.1764
C -1.2556 0.3877 -0.1158 -3.0 -1.8 0.4 -0.1949
C -0.4425 1.0681 0.8637 0.8 0.9 -4.2 -0.2116
C 0.2122 0.0039 -0.0358 -0.7 0.9 -1.2 0.0186
C 1.0604 -1.1660 0.1384 -1.1 -0.3 2.4 -0.6171
H -0.5871 0.7238 -2.1298 0.4 -0.8 -3.9 0.2270
H -2.1291 -0.3301 -0.0105 1.3 0.9 -0.3 0.2272
H -0.5711 1.0467 1.8629 0.4 0.0 3.2 0.2258
H 1.7433 -1.3851 -0.6421 0.7 0.1 -0.5 0.2413
H 0.4588 -2.0482 0.4123 0.2 0.1 -0.4 0.2188
H 1.4662 -0.8227 1.0954 1.3 -0.9 -0.2 0.2427
```
Forces are in eV/Å.

ΔE to the lowest compared entry with this formula, charge and spin in kJ/mol: 659.1
Frontier orbital gap in Ha: 0.3220
E_LUMO in eV: 0.932
HOMO energy in eV: -7.83

***

A molecular structure, C20H38AsOV in a non-equilibrium geometry. Source: OMol25; level of theory: ωB97M-V/def2-TZVPD.

```
61
Properties=species:S:1:pos:R:3:forces:R:3:mulliken_spin:R:1
V -0.7570 0.3444 -0.9617 -0.2 -0.2 -4.1 1.4858
C 1.0203 -0.1410 -2.0936 0.1 -0.2 -0.7 0.0106
C 0.0314 -1.1715 -2.2315 0.1 0.3 -0.7 -0.2341
C -1.1387 -0.4908 -2.8953 0.1 -0.8 -0.7 -0.0779
C -0.7156 0.7905 -3.2468 0.2 0.1 -0.1 -0.0396
C 0.6022 1.0495 -2.7401 0.0 -0.3 0.1 -0.0715
C 1.3516 2.3356 -2.8586 -0.1 0.4 0.1 -0.0252
C 0.5303 3.4224 -2.1255 0.1 -0.1 -0.2 -0.0052
C 1.4567 2.6882 -4.3575 0.0 -0.1 0.0 -0.0187
C 2.7439 2.2386 -2.2341 -0.1 -0.1 -0.1 -0.0051
C -2.6104 -0.8898 -2.8797 -0.2 -0.1 -0.2 -0.0486
C -2.9666 -2.0587 -3.8053 0.0 0.0 0.1 -0.0031
C -2.9162 -1.2231 -1.3945 0.1 -0.2 -0.6 0.0347
C -3.4739 0.3170 -3.2753 0.1 -0.1 0.0 0.0031
C 0.4250 -2.6326 -2.1486 -0.1 -0.5 0.0 0.0195
C 0.6094 -3.0468 -3.6356 0.0 0.0 0.1 -0.0220
C -0.5862 -3.5625 -1.4634 0.1 0.1 0.0 -0.0073
C 1.7738 -2.7902 -1.4290 -0.1 0.1 0.0 -0.0090
H 2.0251 -0.3100 -1.7378 -0.1 0.0 0.3 -0.0085
H -1.2869 1.5118 -3.8147 -0.2 0.1 0.3 0.0048
H -0.4684 3.5437 -2.5520 0.0 0.0 0.0 -0.0001
H 1.0413 4.3804 -2.2172 0.0 0.0 0.1 -0.0012
H 0.4554 3.1821 -1.0565 0.0 0.1 0.0 -0.0004
H 0.4867 2.9326 -4.7926 0.0 0.0 0.0 0.0005
H 1.9019 1.8697 -4.9243 0.0 0.0 0.0 0.0005
H 2.0986 3.5617 -4.4637 0.0 0.0 0.0 -0.0028
H 2.6960 1.9977 -1.1684 0.0 0.0 0.0 0.0017
H 3.2528 3.1952 -2.3389 0.0 0.0 0.0 -0.0004
H 3.3605 1.4921 -2.7385 0.0 0.0 0.0 0.0008
H -2.4160 -2.9672 -3.5814 0.0 0.0 0.0 0.0029
H -2.7733 -1.7885 -4.8437 0.0 0.0 0.0 -0.0009
H -4.0303 -2.2814 -3.7116 0.0 0.0 0.0 -0.0007
H -2.6763 -2.2487 -1.1317 0.2 0.1 0.1 0.0029
H -3.9636 -1.0364 -1.1601 0.1 0.2 0.1 -0.0027
H -2.3429 -0.5550 -0.6745 -0.7 -0.3 0.4 -0.0161
H -3.2962 0.6216 -4.3066 0.0 0.1 0.0 -0.0006
H -3.3004 1.1767 -2.6121 -0.1 0.0 -0.1 0.0071
H -4.5272 0.0514 -3.2004 0.0 0.0 0.0 -0.0012
H -0.3201 -2.9842 -4.1997 0.0 0.0 0.0 0.0036
H 0.9536 -4.0813 -3.6544 0.0 0.0 0.0 -0.0028
H 1.3623 -2.4306 -4.1290 0.0 0.0 0.0 -0.0015
H -1.5160 -3.6697 -2.0147 0.0 0.0 0.1 0.0001
H -0.7874 -3.2362 -0.4395 -0.1 -0.1 0.0 0.0006
H -0.1524 -4.5589 -1.3999 0.0 0.0 0.0 0.0008
H 2.6040 -2.3636 -1.9930 0.0 0.1 0.0 0.0002
H 1.9882 -3.8515 -1.3233 0.0 0.0 0.0 -0.0001
H 1.7497 -2.3562 -0.4256 0.1 0.0 0.0 0.0037
C -0.1358 0.0049 3.4171 0.0 0.1 -0.2 -0.0012
As -0.7514 1.3894 2.2373 -0.3 0.6 1.0 0.0120
C 0.2042 3.0553 2.2747 0.0 -0.3 0.1 -0.0009
C -2.6431 1.7267 2.3115 0.2 -0.1 0.1 0.0007
O -0.5409 0.7575 0.5885 0.8 1.1 4.5 0.0123
H -0.2986 0.3478 4.4407 0.0 0.1 0.0 -0.0003
H 0.9252 -0.1828 3.2590 0.0 0.1 0.0 0.0001
H -0.7161 -0.8993 3.2380 0.0 0.0 0.0 -0.0001
H 0.0304 3.4951 3.2596 0.0 0.0 0.0 -0.0002
H -0.2064 3.7155 1.5121 0.0 0.0 0.0 -0.0002
H 1.2732 2.9042 2.1353 0.0 -0.1 0.0 0.0003
H -2.8406 2.2800 3.2319 0.0 0.0 0.0 -0.0002
H -3.2032 0.7933 2.3334 0.0 0.0 0.0 0.0004
H -2.9323 2.3436 1.4615 0.0 0.0 0.0 0.0000
```
Forces are in eV/Å.

Frontier orbital gap (spin up / spin down) in Ha: 0.2703 / 0.2794
Net charge: +3
<S²>: 1.0284
Multiplicity: 2
E_LUMO (spin up / spin down) in eV: -12.615 / -11.683
HOMO energy (spin up / spin down) in eV: -19.97 / -19.29